Entry from the Open Molecules 2025 dataset: a 2-piece molecular cluster, C2H4NO4S overall (wB97M-V/def2-TZVPD).

Geometry as XYZ:
```
12
C2H4NO4S wB97M-V/def2-TZVPD
C -1.360 0.433 -0.035
C 0.044 0.909 -0.077
N 0.673 -0.042 1.753
O -1.482 -0.877 0.123
O 0.650 -1.403 -0.973
O -2.287 1.202 -0.090
O 1.312 0.327 -2.440
S 1.352 -0.119 -1.029
H 0.297 1.983 0.078
H -0.087 -0.657 1.525
H -0.565 -1.356 -0.206
H 1.453 -0.400 1.371
```

E_tot   -832.49153 Ha
HOMO-LUMO gap   8.2 eV
E_HOMO   -4.7 eV
Charge   -1
M   138.1 Da

Atom charges from the Mulliken analysis, given in e for atoms 1 to 8: C 0.77; C -0.49; N -0.70; O -0.61; O -0.64; O -0.61; O -0.63; S 0.53